Entry from the Open Molecules 2025 dataset: an isolated molecule of C9H11N3O6S at a distorted geometry (ωB97M-V/def2-TZVPD).

Summary:
Energy (eV): -37100.365
HOMO level (eV): -9.6
SMILES string: CC(=O)OC(=O)CNC(=O)OCCSc1nnco1
LUMO (eV): 0.428

Structure (XYZ):
```
30
Properties=species:S:1:pos:R:3:lowdin_charge:R:1
S 3.035 2.932 2.085 1.014
O -2.229 -5.032 -3.612 0.187
O -1.952 -2.133 -3.252 0.183
O 1.207 0.356 -0.293 0.037
O 2.511 5.527 1.322 0.049
O -0.374 -0.214 1.168 0.148
O -1.558 -3.835 -1.822 0.084
N 2.259 6.473 3.301 0.052
N 2.484 5.114 3.493 0.045
N -0.021 -1.536 -0.699 0.085
C -3.463 -5.312 -1.629 0.030
C 2.075 0.879 0.705 -0.257
C 1.669 2.287 1.104 -0.431
C 2.276 6.657 2.017 -0.181
C 2.631 4.605 2.304 -0.700
C -1.692 -2.514 -2.163 -0.447
C -1.463 -1.593 -1.007 -0.088
C 0.235 -0.438 0.162 -0.554
C -2.391 -4.736 -2.486 -0.492
H 1.496 2.846 0.193 0.096
H -3.470 -6.379 -1.799 0.093
H -3.300 -5.134 -0.576 0.084
H -4.422 -4.937 -1.953 0.098
H 0.747 2.242 1.666 0.087
H 3.088 0.903 0.324 0.116
H 2.085 0.238 1.578 0.127
H 2.124 7.600 1.538 0.127
H -1.768 -0.617 -1.347 0.137
H 0.236 -2.365 -0.176 0.140
H -2.057 -1.884 -0.148 0.132
```


Entry from the Open Molecules 2025 dataset: C34H37BrN8O7Sc as an isolated structure (ωB97M-V/def2-TZVPD).

Summary:
Energy (eV): -152853.524
Charge: +1
Energy above the lowest of the compared OMol25 structures with the same formula, charge and spin (kJ/mol): 12.8
HOMO level (eV): -10.5
LUMO (eV): -3.376

Structure (XYZ):
```
88
Properties=species:S:1:pos:R:3:lowdin_charge:R:1
Br -2.886 0.048 0.438 0.920
Sc -0.310 1.610 -0.136 0.952
O 5.860 0.727 2.365 0.097
O -5.987 5.913 -3.788 0.093
O -1.935 2.908 -0.202 -0.192
O -0.335 1.991 -2.231 -0.077
O -0.051 -0.317 -0.198 -0.262
O 3.509 -1.541 4.743 -0.038
O -4.711 5.098 -5.322 0.087
N 1.159 6.478 1.365 0.115
N 2.014 1.600 -0.177 -0.007
N 4.114 -0.681 2.727 0.100
N 0.202 3.142 3.961 0.163
N -0.179 1.912 2.132 0.059
N -0.197 1.898 4.283 0.067
N 0.518 3.934 0.458 0.077
N -5.032 5.266 -4.164 -0.357
C -0.425 1.167 3.193 -0.096
C 0.550 4.225 1.761 -0.174
C 4.036 0.877 0.874 -0.086
C 2.660 0.989 0.823 -0.079
C 2.740 2.080 -1.192 -0.108
C -2.319 3.290 -2.519 -0.110
C -2.058 -3.972 -0.201 -0.161
C -2.822 -5.293 -0.138 -0.558
C 4.121 2.002 -1.231 -0.006
C -1.921 -6.494 -0.431 -0.062
C -3.125 3.895 -3.505 0.064
C -4.534 4.811 -1.777 0.039
C 4.636 -1.272 3.931 -0.232
C 0.201 3.117 2.653 -0.282
C -2.719 -2.782 0.076 -0.072
C 4.768 0.298 2.056 -0.440
C 4.782 1.410 -0.171 0.039
C -2.015 -1.602 0.030 -0.525
C -0.659 -1.504 -0.290 -0.350
C -4.204 4.635 -3.134 -0.135
C -1.181 2.567 -2.951 -0.125
C -3.772 4.235 -0.802 0.029
C 0.006 -2.695 -0.631 -0.082
C 1.495 -2.701 -0.995 -0.517
C -3.955 -5.272 -1.174 -0.041
C 0.794 4.919 -0.386 -0.075
C 1.841 -1.615 -2.027 -0.029
C 0.876 5.497 2.213 -0.035
C 1.113 6.191 0.070 -0.077
C 2.283 -2.457 0.299 -0.037
C -3.419 -5.470 1.266 -0.044
C -0.711 -3.887 -0.545 0.039
C 1.939 -4.037 -1.602 -0.057
C -2.639 3.444 -1.129 -0.325
H -4.013 4.359 0.245 0.127
H 2.184 2.532 -2.004 0.111
H 3.332 -1.150 2.298 0.106
H 2.871 -1.747 -2.366 0.088
H 2.108 -3.261 1.017 0.099
H 5.316 -0.549 4.384 0.130
H 2.045 0.604 1.626 0.109
H 1.191 -1.700 -2.901 0.101
H 0.904 5.717 3.272 0.128
H 4.660 2.410 -2.074 0.120
H 2.980 -3.954 -1.917 0.088
H 1.739 -0.616 -1.618 0.049
H 0.759 4.694 -1.446 0.119
H -2.509 -7.410 -0.361 0.089
H 1.336 6.992 -0.623 0.120
H -3.771 -2.770 0.330 0.109
H -4.111 -4.664 1.514 0.077
H 5.861 1.357 -0.126 0.135
H -5.400 5.410 -1.530 0.129
H -2.631 -5.486 2.021 0.091
H -4.656 -4.458 -0.988 0.079
H -3.968 -6.411 1.323 0.088
H 5.185 -2.193 3.711 0.137
H -1.025 2.516 -4.036 0.149
H -0.760 0.142 3.195 0.150
H -0.195 -4.804 -0.779 0.088
H -2.891 3.779 -4.556 0.136
H -1.103 -6.569 0.287 0.090
H 1.937 -1.519 0.743 0.052
H -4.511 -6.210 -1.136 0.089
H -1.502 -6.447 -1.438 0.089
H 1.889 -4.863 -0.892 0.085
H 3.356 -2.386 0.102 0.096
H -0.283 1.632 5.252 0.175
H 1.338 -4.292 -2.476 0.098
H -3.555 -5.151 -2.182 0.092
H 3.781 -2.119 5.463 0.094
```


Entry from the Open Molecules 2025 dataset: a 6-piece molecular cluster, C36H30N6O12 overall at a distorted geometry (ωB97M-V/def2-TZVPD).

Summary:
Energy (eV): -71311.645
Energy above the lowest of the compared OMol25 structures with the same formula, charge and spin (kJ/mol): 110.3
HOMO level (eV): -10.1
SMILES string: O=[N+]([O-])c1ccccc1.O=[N+]([O-])c1ccccc1.O=[N+]([O-])c1ccccc1.O=[N+]([O-])c1ccccc1.O=[N+]([O-])c1ccccc1.O=[N+]([O-])c1ccccc1
LUMO (eV): -0.938

Structure (XYZ):
```
84
Properties=species:S:1:pos:R:3:lowdin_charge:R:1
O -1.743 2.545 8.035 0.088
O 8.080 -2.191 0.744 0.093
O -1.819 -6.332 -3.843 0.070
O 3.229 5.016 0.338 0.074
O -1.819 0.430 1.651 0.097
O 0.437 -1.094 -8.247 0.103
O 8.699 -0.137 0.563 0.055
O -2.492 -1.140 0.413 0.080
O -1.989 -4.145 -3.690 0.056
O -1.117 -1.895 -7.070 0.094
O -1.546 3.194 5.980 0.062
O 1.731 6.461 0.816 0.107
N -1.801 -0.201 0.652 -0.383
N 7.813 -1.027 0.550 -0.349
N -1.924 2.440 6.836 -0.349
N 2.228 5.384 0.894 -0.385
N -2.051 -5.298 -3.223 -0.329
N -0.386 -1.003 -7.391 -0.388
C -2.461 -6.892 0.053 -0.071
C 6.521 -0.649 0.243 -0.186
C 6.172 0.678 0.069 0.021
C 0.559 1.070 -2.550 -0.096
C -0.116 -0.123 -2.696 -0.033
C -2.303 -5.431 -1.804 -0.164
C -3.290 0.440 7.360 -0.001
C -2.995 1.187 5.026 0.005
C -0.786 -0.615 -1.546 0.026
C 0.377 1.209 -6.907 0.003
C -1.759 0.456 -6.063 -0.012
C -2.605 -4.337 -1.030 0.000
C -2.798 -4.508 0.352 -0.043
C -2.228 -6.744 -1.317 0.017
C -0.925 0.233 -0.454 -0.122
C 5.539 -1.644 0.174 0.011
C -2.719 1.282 6.375 -0.127
C -4.295 -0.761 5.540 -0.070
C -0.313 1.496 -0.340 0.012
C -0.280 3.769 3.176 -0.046
C 1.564 4.387 1.722 -0.172
C -1.966 1.693 -5.489 -0.065
C 2.161 3.152 1.887 0.001
C -2.695 -5.801 0.871 -0.075
C -0.953 2.650 -5.497 -0.068
C -4.072 -0.583 6.914 -0.072
C 0.427 1.871 -1.442 -0.084
C -3.895 0.181 4.621 -0.054
C 0.381 4.734 2.370 0.019
C 0.327 2.526 3.414 -0.079
C 1.541 2.244 2.797 -0.051
C 3.851 0.097 -0.218 -0.050
C 4.852 1.027 -0.198 -0.078
C -0.590 0.254 -6.734 -0.185
C 0.207 2.437 -6.264 -0.054
C 4.228 -1.278 -0.110 -0.041
H 1.235 1.035 -7.506 0.113
H 1.048 3.116 -6.284 0.107
H -0.114 1.930 4.179 0.086
H -2.523 -0.305 -6.033 0.127
H 3.094 2.924 1.394 0.098
H -4.440 -1.318 7.612 0.108
H -2.610 1.902 4.340 0.096
H 6.959 1.401 0.011 0.118
H -0.007 -0.732 -3.599 0.118
H -0.115 5.679 2.182 0.118
H -1.259 -1.572 -1.551 0.092
H -4.830 -1.646 5.205 0.109
H -0.469 2.135 0.501 0.099
H 5.716 -2.688 0.367 0.118
H -2.309 -7.894 0.450 0.110
H -1.967 -7.548 -1.985 0.116
H 3.508 -2.082 -0.180 0.103
H -0.991 3.572 -4.930 0.106
H -2.715 -3.355 -1.466 0.101
H -4.067 0.054 3.552 0.106
H 4.683 2.076 -0.388 0.105
H -2.955 1.879 -5.076 0.114
H -3.008 -3.689 1.023 0.095
H 1.255 1.381 -3.311 0.108
H 2.852 0.457 -0.382 0.087
H -1.121 4.018 3.800 0.085
H 1.930 1.215 2.835 0.113
H -2.829 -6.065 1.905 0.102
H 0.947 2.832 -1.380 0.116
H -3.091 0.577 8.401 0.113
```


Among the records above, which one has the lowest HOMO level?
C34H37BrN8O7Sc


Which of these has the lowest HOMO level?
C34H37BrN8O7Sc


Which of these has the lowest LUMO?
C34H37BrN8O7Sc